(1)
Formula: C4H5N2OP
Source: the Open Molecules 2025 dataset
Level of theory: ωB97M-V/def2-TZVPD

Charge: 0
Kohn-Sham gap, eV: 6.79
Multiplicity: 1

Element x y z (Å)
C1 1.80 -1.83 0.51
C2 0.97 -0.68 0.47
C3 -0.29 -0.67 -0.21
C4 -0.92 0.69 -0.38
N1 3.01 -1.98 0.94
N2 3.98 -1.30 1.23
O1 -0.86 -1.72 -0.55
P1 5.28 -0.80 1.80
H1 1.16 -2.64 0.04
H2 -0.17 1.46 -0.05
H3 -1.88 0.67 0.16
H4 -1.13 1.05 -1.41
H5 1.23 0.32 0.84



(2)
Formula: C5H9ClN2
Source: the Open Molecules 2025 dataset
Level of theory: ωB97M-V/def2-TZVPD

Charge: 0
Structure (SMILES): [H]/N=C\N(C)/C=C(/C)Cl
Kohn-Sham gap, eV: 9.20
Multiplicity: 1

Element x y z (Å)
C1 -0.82 1.89 0.12
C2 1.49 1.82 -0.67
C3 0.63 -0.12 0.41
C4 -0.23 -1.15 0.46
C5 0.07 -2.45 1.15
H1 -1.55 1.73 -0.66
H2 -1.26 1.55 1.07
H3 -0.60 2.94 0.22
H4 1.35 2.88 -0.75
H5 2.66 0.33 -0.93
H6 1.61 -0.29 0.85
H7 1.10 -2.45 1.57
H8 -0.04 -3.29 0.44
H9 -0.61 -2.62 1.98
N1 0.42 1.16 -0.10
N2 2.63 1.35 -1.04
Cl1 -1.81 -1.08 -0.27



(3)
Formula: C28H24KN4O2S2Sb
Source: the Open Molecules 2025 dataset
Level of theory: ωB97M-V/def2-TZVPD

Charge: 0
Kohn-Sham gap, eV: 7.98
Multiplicity: 1

Element x y z (Å)
K1 1.86 2.53 1.26
N1 6.42 -4.48 -1.20
C1 5.71 -3.33 -0.86
C2 4.60 -2.94 -1.63
C3 3.87 -1.83 -1.26
C4 4.22 -1.10 -0.13
C5 5.30 -1.48 0.63
C6 6.05 -2.59 0.26
S1 3.22 0.29 0.30
O1 3.92 1.03 1.35
O2 2.99 1.05 -0.91
N2 1.80 -0.20 0.78
C7 1.64 -0.99 1.85
N3 2.68 -1.60 2.45
C8 2.42 -2.38 3.48
C9 1.15 -2.58 3.98
C10 0.13 -1.89 3.32
N4 0.35 -1.11 2.27
H1 6.36 -4.74 -2.17
H2 7.37 -4.52 -0.86
H3 4.33 -3.51 -2.51
H4 3.02 -1.52 -1.86
H5 5.55 -0.92 1.51
H6 6.90 -2.89 0.87
H7 3.27 -2.87 3.94
H8 0.95 -3.21 4.83
H9 -0.90 -1.97 3.65
S2 -0.74 3.96 0.68
Sb1 -1.90 2.18 -0.10
C11 -0.76 0.93 -1.34
C12 -0.92 -0.45 -1.44
C13 -0.18 -1.16 -2.36
C14 0.72 -0.51 -3.19
C15 0.88 0.86 -3.10
C16 0.14 1.58 -2.17
C17 -2.96 1.14 1.39
C18 -3.95 1.89 2.02
C19 -4.75 1.32 2.99
C20 -4.58 -0.01 3.34
C21 -3.59 -0.76 2.72
C22 -2.77 -0.19 1.75
C23 -3.46 2.89 -1.32
C24 -4.61 2.13 -1.49
C25 -5.61 2.57 -2.33
C26 -5.46 3.77 -3.01
C27 -4.31 4.53 -2.84
C28 -3.31 4.09 -1.99
H10 -1.62 -0.98 -0.80
H11 -0.30 -2.24 -2.42
H12 1.30 -1.08 -3.91
H13 1.60 1.37 -3.72
H14 0.29 2.65 -2.09
H15 -4.09 2.93 1.76
H16 -5.51 1.92 3.48
H17 -5.21 -0.46 4.10
H18 -3.44 -1.80 2.99
H19 -1.97 -0.78 1.33
H20 -4.73 1.19 -0.95
H21 -6.51 1.98 -2.46
H22 -6.24 4.12 -3.68
H23 -4.20 5.47 -3.37
H24 -2.42 4.69 -1.83



(4)
Formula: C20H21N2O4
Source: the Open Molecules 2025 dataset
Level of theory: ωB97M-V/def2-TZVPD

Charge: +1
Kohn-Sham gap, eV: 8.66
Multiplicity: 1

Element x y z (Å)
C1 0.49 -2.36 2.40
C2 -0.82 -1.70 2.87
C3 -1.89 -1.43 1.77
C4 -1.42 -1.61 0.32
C5 -0.61 -0.47 -0.27
C6 0.31 0.41 0.22
N1 0.69 1.17 -0.89
C7 0.06 0.82 -1.99
O1 0.26 1.40 -3.17
C8 0.06 0.56 -4.32
O2 -0.35 1.10 -5.31
C9 0.37 -0.90 -4.33
C10 1.30 -1.51 -3.50
C11 1.53 -2.86 -3.52
C12 0.80 -3.67 -4.37
C13 -0.12 -3.07 -5.20
C14 -0.35 -1.71 -5.19
N2 -0.75 -0.16 -1.62
H1 1.20 -2.30 3.23
H2 0.96 -1.89 1.53
H3 0.34 -3.44 2.25
H4 -1.28 -2.40 3.58
H5 -0.60 -0.80 3.45
H6 -2.31 -0.43 1.92
H7 -2.72 -2.13 1.92
H8 -0.88 -2.55 0.14
H9 -2.33 -1.67 -0.30
H10 0.66 0.51 1.26
H11 1.36 1.92 -0.86
H12 1.87 -0.88 -2.81
H13 2.27 -3.26 -2.83
H14 0.96 -4.74 -4.35
H15 -0.70 -3.72 -5.86
H16 -1.10 -1.34 -5.88
H17 -1.37 -0.64 -2.26
C15 0.18 3.40 2.14
C16 0.17 4.71 2.39
C17 0.33 5.22 3.77
O3 0.32 6.41 4.01
C18 0.50 4.22 4.86
C19 0.51 2.92 4.60
C20 0.35 2.41 3.22
O4 0.36 1.21 3.00
H18 0.07 3.01 1.13
H19 0.05 5.45 1.61
H20 0.61 4.62 5.86
H21 0.63 2.18 5.38



In the order shown, the computed E_HOMO values come out to -0.29798; -0.31044; -0.28450; -0.47113 Ha.